Entry 1:
This record from the Open Molecules 2025 dataset describes a 12-piece molecular cluster, C28H78F36N6O6P6 overall in a non-equilibrium geometry. The level of theory is the ωB97M-V functional and the def2-TZVPD basis.

Results
2S+1 = 2
maximum force = 4.68 eV/Å
total energy = -7537.5458 Ha
total charge = +1
expectation value of S² = 0.75
frontier orbital gap (alpha / beta) = 8.56 / 2.20 eV
LUMO energy (alpha / beta) = -0.105 / -0.339 Ha

Atoms and positions in Å:
1 C 17.373 -4.968 16.896
2 C 15.912 -5.183 17.295
3 O 15.018 -5.086 16.477
4 N 15.501 -5.616 18.713
5 H 15.691 -6.596 18.862
6 H 15.993 -5.130 19.449
7 C 14.013 -5.421 19.074
8 H 18.016 -5.823 17.102
9 H 17.752 -4.067 17.377
10 H 17.495 -4.695 15.848
11 H 13.813 -5.778 20.084
12 H 13.344 -6.017 18.453
13 H 13.717 -4.386 18.898
14 C 22.873 -1.472 20.078
15 N 22.072 -2.726 19.807
16 C 21.410 -3.095 21.166
17 C 20.937 -2.353 18.801
18 C 22.944 -3.887 19.266
19 C 24.435 -4.027 19.781
20 O 24.528 -3.958 21.192
21 H 23.627 -1.511 20.865
22 H 22.219 -0.677 20.437
23 H 23.309 -1.113 19.146
24 H 22.250 -3.404 21.788
25 H 20.827 -3.955 20.836
26 H 20.790 -2.258 21.486
27 H 20.239 -3.154 18.557
28 H 21.346 -1.910 17.893
29 H 20.369 -1.514 19.202
30 H 22.952 -3.813 18.178
31 H 22.358 -4.785 19.461
32 H 25.070 -3.294 19.283
33 H 24.988 -4.884 19.397
34 H 25.411 -4.268 21.410
35 C 24.956 0.178 15.747
36 N 24.246 -0.449 14.492
37 C 25.250 -0.784 13.387
38 C 23.490 -1.762 14.895
39 C 23.264 0.630 13.946
40 C 22.918 0.444 12.456
41 O 22.369 -0.779 12.139
42 H 24.291 0.204 16.611
43 H 25.596 1.017 15.475
44 H 25.704 -0.572 16.005
45 H 24.582 -1.363 12.750
46 H 26.136 -1.337 13.700
47 H 25.599 0.181 13.017
48 H 24.127 -2.595 15.191
49 H 22.855 -2.102 14.077
50 H 22.840 -1.603 15.755
51 H 23.599 1.652 14.127
52 H 22.338 0.432 14.486
53 H 23.778 0.654 11.820
54 H 22.111 1.170 12.360
55 H 21.830 -0.637 11.357
56 C 18.363 1.570 21.255
57 N 18.457 3.105 20.934
58 C 18.018 3.416 19.500
59 C 17.498 3.836 21.982
60 C 19.946 3.639 21.130
61 C 20.263 5.145 20.706
62 O 19.252 6.055 21.051
63 H 17.311 1.304 21.156
64 H 18.744 1.460 22.271
65 H 19.055 1.107 20.551
66 H 18.608 2.714 18.911
67 H 18.112 4.469 19.233
68 H 16.977 3.091 19.483
69 H 17.396 4.901 21.776
70 H 17.849 3.555 22.975
71 H 16.506 3.391 21.906
72 H 20.515 2.986 20.468
73 H 20.141 3.391 22.174
74 H 20.334 5.107 19.619
75 H 21.235 5.487 21.064
76 H 19.367 6.284 21.976
77 C 16.695 -0.905 14.573
78 N 18.180 -0.554 14.480
79 C 18.904 -1.037 15.726
80 C 18.578 -1.287 13.156
81 C 18.322 1.017 14.354
82 C 17.630 1.859 15.438
83 O 16.328 2.143 14.965
84 H 16.162 -0.590 13.676
85 H 16.129 -0.412 15.364
86 H 16.601 -1.983 14.702
87 H 18.674 -0.312 16.506
88 H 19.986 -1.112 15.617
89 H 18.562 -2.067 15.828
90 H 18.330 -2.348 13.203
91 H 19.662 -1.242 13.051
92 H 18.176 -0.759 12.292
93 H 17.995 1.318 13.359
94 H 19.411 1.070 14.348
95 H 18.178 2.800 15.415
96 H 17.493 1.451 16.439
97 H 16.248 2.925 14.414
98 C 10.832 1.977 16.701
99 N 12.310 1.596 16.246
100 C 12.591 2.641 15.084
101 C 13.347 1.790 17.328
102 C 12.379 0.158 15.757
103 C 12.127 -1.088 16.690
104 O 10.804 -0.936 17.151
105 H 10.696 3.050 16.838
106 H 10.598 1.459 17.631
107 H 10.144 1.649 15.922
108 H 12.592 3.639 15.522
109 H 11.841 2.607 14.293
110 H 13.545 2.316 14.669
111 H 14.373 1.736 16.963
112 H 13.273 1.117 18.182
113 H 13.128 2.777 17.736
114 H 13.371 0.102 15.310
115 H 11.674 0.144 14.925
116 H 12.935 -1.136 17.420
117 H 12.250 -2.032 16.159
118 H 10.592 -1.737 17.635
119 P 21.090 -4.966 15.436
120 F 22.612 -4.590 15.765
121 F 21.417 -6.543 15.444
122 F 20.831 -5.049 17.033
123 F 19.570 -5.422 15.154
124 F 20.697 -3.358 15.320
125 F 21.479 -4.970 13.813
126 P 21.298 1.695 17.678
127 F 22.697 2.255 17.115
128 F 21.729 1.566 19.245
129 F 20.788 3.207 17.912
130 F 19.836 1.022 17.946
131 F 20.858 1.823 16.137
132 F 21.797 0.174 17.370
133 P 19.900 0.815 9.921
134 F 19.212 2.313 9.460
135 F 19.725 1.293 11.483
136 F 18.394 0.156 10.043
137 F 20.595 -0.526 10.406
138 F 20.042 0.328 8.378
139 F 21.420 1.415 9.768
140 P 17.128 5.236 12.847
141 F 16.786 5.812 11.396
142 F 18.557 6.006 12.843
143 F 16.295 6.543 13.441
144 F 17.430 4.704 14.336
145 F 15.674 4.508 12.959
146 F 17.692 3.829 12.128
147 P 16.235 -1.515 19.128
148 F 16.016 -2.993 19.712
149 F 16.123 -0.942 20.712
150 F 17.794 -1.449 19.409
151 F 16.145 0.031 18.490
152 F 16.356 -2.208 17.674
153 F 14.611 -1.474 18.975
154 P 15.451 -3.670 11.003
155 F 14.925 -5.247 10.839
156 F 15.837 -4.102 12.518
157 F 16.943 -4.156 10.522
158 F 15.994 -2.156 11.176
159 F 15.076 -3.441 9.481
160 F 13.950 -3.060 11.395


Entry 2:
This record from the Open Molecules 2025 dataset describes C28H78F6NO17S2V as an isolated structure in a non-equilibrium geometry. The level of theory is the ωB97M-V functional and the def2-TZVPD basis.

Results
2S+1 = 4
maximum force = 3.47 eV/Å
total energy = -4786.6360 Ha
total charge = +1
expectation value of S² = 3.75
frontier orbital gap (alpha / beta) = 7.25 / 6.70 eV
LUMO energy (alpha / beta) = -0.145 / -0.165 Ha
energy above the lowest of the compared OMol25 structures with the same formula, charge and spin = 0.00 kcal per mole

Atoms and positions in Å:
1 V -1.732 -0.713 -2.133
2 C 1.899 0.843 -0.386
3 F 2.840 0.729 0.506
4 F 1.036 1.819 -0.162
5 F 2.475 1.124 -1.568
6 S 1.034 -0.846 -0.595
7 O 1.242 -1.190 -1.985
8 O 1.560 -1.746 0.381
9 N -0.637 -0.544 -0.399
10 S -0.857 -0.461 1.176
11 O -1.175 -1.736 1.772
12 O 0.129 0.338 1.843
13 C -2.479 0.461 1.265
14 F -2.364 1.674 0.723
15 F -3.413 -0.209 0.568
16 F -2.814 0.566 2.524
17 C 1.314 -2.184 4.024
18 C 1.114 -2.257 5.536
19 O 2.307 -1.845 6.178
20 H 2.168 -2.785 3.717
21 H 1.492 -1.149 3.729
22 H 0.336 -2.437 3.612
23 H 0.799 -3.270 5.813
24 H 0.260 -1.599 5.745
25 H 2.098 -1.661 7.100
26 C -1.297 -3.615 -5.273
27 C -0.450 -2.603 -4.528
28 O -1.310 -1.485 -4.126
29 H -0.953 -4.651 -5.247
30 H -1.409 -3.350 -6.326
31 H -2.281 -3.716 -4.808
32 H 0.386 -2.187 -5.083
33 H -0.105 -3.035 -3.588
34 H -1.852 -1.248 -4.890
35 C 5.417 -2.236 -5.505
36 C 4.588 -1.734 -4.374
37 O 4.143 -2.842 -3.580
38 H 5.700 -1.498 -6.257
39 H 4.893 -2.999 -6.090
40 H 6.358 -2.660 -5.155
41 H 3.793 -1.020 -4.606
42 H 5.252 -1.170 -3.702
43 H 3.701 -2.548 -2.778
44 C 4.754 -2.530 1.379
45 C 5.049 -2.768 -0.071
46 O 5.675 -1.710 -0.816
47 H 4.405 -3.440 1.862
48 H 3.944 -1.801 1.468
49 H 5.621 -2.133 1.909
50 H 4.132 -3.064 -0.600
51 H 5.742 -3.613 -0.187
52 H 5.908 -2.168 -1.632
53 C -3.995 -3.805 -0.262
54 C -3.871 -2.909 -1.465
55 O -2.425 -2.632 -1.680
56 H -3.585 -3.315 0.624
57 H -3.519 -4.772 -0.421
58 H -5.044 -3.910 0.029
59 H -4.309 -1.925 -1.296
60 H -4.308 -3.374 -2.349
61 H -2.047 -3.522 -1.660
62 C -0.061 1.931 -5.107
63 C 0.369 1.503 -3.698
64 O -0.806 1.184 -2.942
65 H -0.959 2.544 -5.090
66 H -0.196 1.048 -5.737
67 H 0.698 2.514 -5.634
68 H 0.930 2.301 -3.208
69 H 1.088 0.689 -3.720
70 H -1.252 1.994 -2.622
71 C -1.099 5.385 2.216
72 C 0.055 4.426 2.048
73 O 1.220 5.189 1.699
74 H -0.818 6.353 2.636
75 H -1.834 5.053 2.955
76 H -1.631 5.554 1.281
77 H -0.202 3.794 1.188
78 H 0.214 3.818 2.939
79 H 1.973 4.648 1.957
80 C -4.506 -2.298 4.175
81 C -3.622 -2.795 5.324
82 O -3.795 -1.881 6.416
83 H -4.275 -2.769 3.214
84 H -4.319 -1.235 4.020
85 H -5.551 -2.463 4.433
86 H -2.551 -2.738 5.132
87 H -3.873 -3.813 5.637
88 H -4.708 -1.910 6.719
89 C -3.088 5.137 -1.345
90 C -3.679 3.750 -1.445
91 O -2.751 2.873 -2.137
92 H -2.113 5.166 -0.867
93 H -3.754 5.770 -0.754
94 H -3.063 5.574 -2.342
95 H -4.614 3.812 -2.011
96 H -3.948 3.291 -0.491
97 H -3.213 2.030 -2.186
98 C -5.320 2.581 3.437
99 C -6.555 2.515 2.543
100 O -7.758 2.409 3.301
101 H -4.438 2.452 2.807
102 H -5.335 1.787 4.183
103 H -5.217 3.526 3.972
104 H -6.385 1.631 1.911
105 H -6.624 3.340 1.829
106 H -8.312 3.120 2.969
107 C 5.672 2.316 -0.668
108 C 6.854 1.716 0.065
109 O 7.385 0.653 -0.713
110 H 5.934 2.731 -1.644
111 H 5.049 3.011 -0.098
112 H 4.943 1.554 -0.971
113 H 6.547 1.409 1.071
114 H 7.683 2.417 0.148
115 H 6.709 -0.034 -0.803
116 C -1.758 -4.942 2.383
117 C -0.446 -5.015 1.644
118 O -0.505 -5.957 0.582
119 H -2.622 -4.901 1.718
120 H -1.881 -4.088 3.051
121 H -1.907 -5.821 3.014
122 H 0.311 -5.347 2.367
123 H -0.058 -4.053 1.299
124 H 0.172 -6.630 0.647
125 C 3.381 5.576 -0.914
126 C 2.086 5.210 -1.609
127 O 1.066 6.183 -1.379
128 H 4.174 4.842 -1.074
129 H 3.196 5.669 0.155
130 H 3.822 6.510 -1.268
131 H 1.732 4.254 -1.209
132 H 2.227 5.135 -2.689
133 H 0.578 5.878 -0.608


Entry 3:
This record from the Open Molecules 2025 dataset describes a 8-piece molecular cluster, C28H78N6O8 overall in a non-equilibrium geometry. The level of theory is the ωB97M-V functional and the def2-TZVPD basis.

Results
maximum force = 1.85 eV/Å
total energy = -2043.9087 Ha
SMILES = COC[C@H](C)N.COC[C@H](C)N.COC[C@H](C)N.COC[C@H](C)N.COC[C@H](C)N.COC[C@H](C)N.CCO.CCO
frontier orbital gap = 8.57 eV
LUMO energy = 0.012 Ha
energy above the lowest of the compared OMol25 structures with the same formula, charge and spin = 29.86 kcal per mole

Atoms and positions in Å:
1 C 9.317 15.415 10.497
2 O 10.132 16.502 10.091
3 C 10.727 17.172 11.180
4 C 11.476 18.378 10.644
5 C 12.498 18.065 9.586
6 N 12.138 19.178 11.715
7 H 8.959 14.933 9.592
8 H 8.485 15.768 11.113
9 H 9.927 14.721 11.085
10 H 9.989 17.436 11.948
11 H 11.435 16.484 11.668
12 H 10.749 19.076 10.217
13 H 13.280 17.351 9.862
14 H 13.086 18.926 9.256
15 H 12.008 17.732 8.668
16 H 11.433 19.358 12.424
17 H 12.863 18.595 12.124
18 C 10.121 16.849 4.558
19 O 8.874 16.590 3.926
20 C 8.638 15.199 3.809
21 C 7.361 14.988 2.997
22 C 6.931 13.515 3.020
23 N 7.487 15.437 1.606
24 H 10.867 16.198 4.094
25 H 10.063 16.671 5.636
26 H 10.370 17.888 4.350
27 H 9.477 14.666 3.352
28 H 8.411 14.832 4.818
29 H 6.625 15.606 3.529
30 H 6.070 13.347 2.383
31 H 6.672 13.329 4.071
32 H 7.782 12.853 2.867
33 H 7.879 16.379 1.607
34 H 6.547 15.596 1.253
35 C 15.052 26.281 3.145
36 O 13.816 26.737 3.667
37 C 13.498 26.203 4.948
38 C 13.212 24.691 4.899
39 C 12.108 24.388 3.886
40 N 12.828 24.212 6.221
41 H 15.877 26.756 3.688
42 H 15.140 26.667 2.128
43 H 15.164 25.199 3.126
44 H 14.190 26.440 5.764
45 H 12.552 26.715 5.145
46 H 14.099 24.151 4.540
47 H 12.401 24.775 2.909
48 H 11.237 25.011 4.125
49 H 11.789 23.352 3.979
50 H 12.753 23.196 6.238
51 H 13.554 24.494 6.874
52 C 11.681 29.056 7.842
53 O 11.043 28.215 8.769
54 C 10.906 26.886 8.274
55 C 9.904 26.741 7.129
56 C 8.480 27.055 7.577
57 N 9.914 25.347 6.617
58 H 12.729 28.743 7.733
59 H 11.791 30.069 8.236
60 H 11.175 29.146 6.882
61 H 11.915 26.499 8.081
62 H 10.542 26.266 9.100
63 H 10.189 27.361 6.276
64 H 8.400 28.069 7.982
65 H 8.131 26.370 8.351
66 H 7.773 27.018 6.748
67 H 9.574 24.706 7.348
68 H 10.924 25.151 6.574
69 C 7.765 20.210 9.735
70 O 7.867 21.475 10.393
71 C 9.220 21.812 10.711
72 C 9.862 22.419 9.423
73 C 11.298 22.806 9.722
74 N 9.065 23.572 8.988
75 H 8.106 20.331 8.704
76 H 6.708 19.956 9.699
77 H 8.332 19.443 10.265
78 H 9.180 22.632 11.434
79 H 9.708 20.985 11.235
80 H 9.835 21.680 8.620
81 H 11.834 21.898 10.008
82 H 11.418 23.584 10.483
83 H 11.791 23.269 8.861
84 H 9.078 24.270 9.735
85 H 8.122 23.175 9.099
86 C 9.028 25.211 -0.467
87 O 8.642 23.846 -0.379
88 C 8.283 23.499 0.960
89 C 9.483 23.225 1.869
90 C 10.367 22.121 1.274
91 N 8.948 22.723 3.152
92 H 8.328 25.949 -0.068
93 H 9.150 25.433 -1.528
94 H 10.006 25.348 0.001
95 H 7.576 24.187 1.432
96 H 7.825 22.521 0.785
97 H 10.110 24.119 1.967
98 H 11.157 21.822 1.971
99 H 10.964 22.504 0.441
100 H 9.784 21.249 0.984
101 H 8.272 23.432 3.462
102 H 9.680 22.948 3.830
103 C 17.232 19.518 4.578
104 C 15.832 19.523 5.213
105 O 14.899 20.165 4.336
106 H 17.862 18.969 5.287
107 H 17.648 20.517 4.491
108 H 17.224 18.935 3.658
109 H 15.893 20.118 6.120
110 H 15.516 18.502 5.430
111 H 14.928 19.751 3.469
112 C 10.631 20.993 5.816
113 C 11.924 20.402 6.366
114 O 13.000 21.264 6.033
115 H 10.672 21.145 4.738
116 H 10.494 21.941 6.340
117 H 9.747 20.364 5.951
118 H 12.113 19.397 5.962
119 H 11.852 20.192 7.439
120 H 13.558 20.803 5.382